No. 1
Density functional theory data (wB97M-V/def2-TZVPD) for an isolated molecule of C3H7NO2 in a non-equilibrium geometry.

Output
Energy = -8808.571 eV
Kohn-Sham gap = 0.35880 hartree
E_HOMO = -9.1500 eV
Spin multiplicity = 1
E_LUMO = 0.61 eV

Atoms and positions in Å:
C: -0.03421 0.61195 0.50929
C: 0.09226 -0.80652 0.02933
N: -0.89957 1.42069 -0.29230
C: 1.17712 -1.50885 -0.29943
O: -1.17856 -1.45300 -0.14527
O: 1.29808 1.18339 0.39599
H: -1.85358 -0.97249 0.35927
H: 1.11042 2.06700 0.03892
H: -0.31847 0.64542 1.56369
H: -0.78295 1.15818 -1.27037
H: -1.87144 1.27504 -0.04528
H: 2.17103 -1.08200 -0.21748
H: 1.08987 -2.53881 -0.62634

Mulliken atomic charge list, values in e, 5 entries: 0.037, 0.551, -0.623, -0.860, -0.532



No. 2
Density functional theory data (wB97M-V/def2-TZVPD) for a cluster of 2 separate species, C3H7NO2 in total.

Output
Energy = -8806.538 eV
Kohn-Sham gap = 0.34360 hartree
E_HOMO = -9.2253 eV
Spin multiplicity = 1
E_LUMO = 0.12 eV

Atoms and positions in Å:
C: 2.52275 0.87057 -0.24686
O: 1.12961 0.51727 -0.10234
C: 0.59535 0.19800 1.02605
C: -2.40784 -0.92020 -0.90551
O: -3.35981 -1.41843 -1.47740
N: -2.35583 -0.57955 0.40095
H: 2.97738 0.14631 -0.92427
H: 3.00926 0.85127 0.73385
H: 2.56182 1.86895 -0.68469
H: 1.40004 0.24820 1.80955
H: -1.46003 -0.67761 -1.42807
H: -3.14384 -0.81854 0.98420
H: -1.46886 -0.28623 0.81453

Mulliken atomic charge list, values in e, 5 entries: -0.552, -0.167, -0.254, 0.133, -0.581



No. 3
Density functional theory data (wB97M-V/def2-TZVPD) for a structure of composition C3H7NO2.

Output
Energy = -8805.547 eV
Kohn-Sham gap = 0.29574 hartree
E_HOMO = -8.7983 eV
Spin multiplicity = 1
E_LUMO = -0.75 eV

Atoms and positions in Å:
O: 2.02035 1.56633 -0.06836
C: 1.14747 0.83704 -0.69189
C: 0.02236 0.27397 0.11210
N: -0.67951 -0.80611 -0.27740
C: -1.97845 -1.08468 0.17897
O: -2.58286 -0.36013 0.92155
H: 1.88342 0.59857 1.23882
H: 1.49202 0.07829 -1.44030
H: 0.36122 1.45581 -1.25516
H: -0.48918 0.91953 0.82101
H: 1.40396 0.03326 1.57222
H: -0.23221 -1.47638 -0.89268
H: -2.36860 -2.03550 -0.21885

Mulliken atomic charge list, values in e, 5 entries: -0.669, 0.066, -0.503, -0.090, 0.095



No. 4
Density functional theory data (wB97M-V/def2-TZVPD) for a cluster of 2 separate species, C3H7NO2 in total in a non-equilibrium geometry.

Output
Energy = -8797.617 eV
Expectation value of S² = 0.757
Kohn-Sham gap (alpha / beta) = 0.33912 / 0.23627 hartree
Net charge = +1
E_HOMO (alpha / beta) = -15.0919 / -14.0923 eV
Spin multiplicity = 2
E_LUMO (alpha / beta) = -5.86 / -7.66 eV

Atoms and positions in Å:
C: 0.36884 -0.68253 0.43937
C: 0.98313 0.93544 2.21191
N: 0.10573 0.25889 1.52932
H: -0.65005 -1.02417 0.16432
H: 1.13693 -1.33968 0.57468
H: 0.68191 0.02417 -0.60076
H: 2.19666 0.90935 2.03400
H: 0.66077 1.80285 2.80560
H: -0.71871 0.74295 1.53026
O: -1.41912 0.25443 -1.65268
C: -1.14796 -0.42945 -2.65254
O: -1.44598 -1.64458 -2.83147
H: -0.75216 0.19233 -3.55202

Mulliken atomic charge list, values in e, 5 entries: -0.759, -0.115, 0.001, 0.320, 0.397



No. 5
Density functional theory data (wB97M-V/def2-TZVPD) for the ion C3H7NO2 with charge +1 in a non-equilibrium geometry.

Output
Energy = -8800.768 eV
Expectation value of S² = 0.762
Kohn-Sham gap (alpha / beta) = 0.49584 / 0.27798 hartree
Net charge = +1
E_HOMO (alpha / beta) = -16.9144 / -16.8197 eV
Spin multiplicity = 2
E_LUMO (alpha / beta) = -3.42 / -9.26 eV

Atoms and positions in Å:
C: 0.33450 -1.06543 0.88694
N: -0.32696 0.07013 0.39049
C: -0.21247 0.51110 -0.91658
O: -1.02190 1.49132 -1.22106
O: 0.52388 -0.06554 -1.67936
C: 0.85006 -1.01579 2.31459
H: -0.43135 -1.87904 0.76902
H: 1.03369 -1.41878 0.12509
H: -1.00379 0.58037 0.95751
H: -0.84161 1.70120 -2.15695
H: 1.12716 -0.01138 2.60482
H: 1.69286 -1.69403 2.42680
H: 0.08262 -1.39834 3.00118

Mulliken atomic charge list, values in e, 5 entries: -0.216, 0.026, 0.583, -0.404, -0.417



No. 6
Density functional theory data (wB97M-V/def2-TZVPD) for an isolated molecule of C3H7NO2S in a non-equilibrium geometry.

Output
Energy = -19640.431 eV
Kohn-Sham gap = 0.35656 hartree
E_HOMO = -9.3423 eV
Spin multiplicity = 1
E_LUMO = 0.36 eV

Atoms and positions in Å:
C: 0.30814 -0.19990 -1.25748
C: 1.41665 -0.40075 -2.18184
C: -1.13080 1.04026 1.64633
N: 0.84130 -0.43377 0.48424
O: -0.85944 0.08558 -1.42548
O: -0.12625 -1.11401 2.61247
S: -0.38847 -0.58704 1.34909
H: 2.40943 0.00653 -1.83768
H: 1.29094 -1.35496 -2.60414
H: 1.22494 0.35504 -3.00050
H: -1.57367 1.54970 0.81513
H: -1.67115 0.97309 2.58272
H: -0.31231 1.72800 1.96317
H: -1.42929 -1.64775 0.85396

Mulliken atomic charge list, values in e, 5 entries: 0.699, -0.917, -0.951, -0.499, -0.478



No. 7
Density functional theory data (wB97M-V/def2-TZVPD) for a cluster of 2 separate species, C3H7NO2S in total in a non-equilibrium geometry.

Output
Energy = -19638.443 eV
Kohn-Sham gap (alpha / beta) = 0.27252 / 0.22283 hartree
E_HOMO (alpha / beta) = -8.0316 / -7.1735 eV
Spin multiplicity = 1
E_LUMO (alpha / beta) = -0.62 / -1.11 eV

Atoms and positions in Å:
C: 1.63134 1.45629 0.24892
C: -0.70793 -2.13300 0.10026
C: 0.91999 0.19282 -0.14212
N: -1.88452 1.10101 -0.45593
O: -2.08442 0.44819 0.54673
O: -2.65103 1.73858 -1.13948
S: 0.00513 -0.65571 0.99120
H: 1.70021 2.04585 -0.63590
H: 1.19385 1.78885 1.06119
H: 2.73599 1.07788 0.57532
H: -1.55074 -2.21672 0.75331
H: 0.14865 -2.80211 -0.07944
H: -0.91687 -1.70626 -0.83899
H: 1.46035 -0.33568 -0.98507

Mulliken atomic charge list, values in e, 5 entries: -1.147, -0.830, 0.036, 0.408, -0.387



No. 8
Density functional theory data (wB97M-V/def2-TZVPD) for a cluster of 2 separate species, C3H7NO2S in total in a non-equilibrium geometry.

Output
Energy = -19640.360 eV
Kohn-Sham gap (alpha / beta) = 0.30264 / 0.30280 hartree
E_HOMO (alpha / beta) = -8.5762 / -8.5794 eV
Spin multiplicity = 1
E_LUMO (alpha / beta) = -0.34 / -0.34 eV

Atoms and positions in Å:
C: -0.70680 0.13319 -1.45482
C: 0.94082 1.05501 0.33376
C: 0.24883 -0.04454 -0.32749
N: -1.09865 -0.69526 1.27749
O: -0.61574 -0.81101 2.37347
O: -2.25000 -0.68597 1.00222
S: 1.14428 -1.61279 -0.45931
H: -1.54362 0.80023 -1.12475
H: -1.08866 -0.81940 -1.84803
H: -0.18026 0.76452 -2.26212
H: 0.85002 0.97725 1.45569
H: 0.64489 2.01168 0.00906
H: 1.97555 0.76211 0.29532
H: 1.67933 -1.83501 0.72951

Mulliken atomic charge list, values in e, 5 entries: -1.329, -1.272, 0.879, 0.667, -0.531



What did we get for energy relative to the best compared isomer or geometry (same formula, charge and spin)? Answer: 1.958; 3.991; 4.982; 3.395; 0.245; 5.173; 7.161; 5.245 eV, in the order shown.